DFT (ωB97M-V/def2-TZVPD) results for a molecular structure, C55H37Cl4N11O4SSr in a non-equilibrium geometry.

XYZ file:
```
113
Properties=species:S:1:pos:R:3:forces:R:3
Sr 0.582756 0.304519 0.500021 0.1961 -1.4925 -0.6388
Cl -5.236243 0.767688 -7.750055 0.1415 -0.0028 0.1683
C -4.248307 0.647409 -6.297205 0.0166 0.0262 -0.1172
C -4.840698 0.359418 -5.086559 -0.0118 -0.0545 0.2378
C -4.055025 0.246114 -3.940978 -0.2026 -0.0614 -0.0197
C -2.663239 0.431509 -3.956722 0.1593 0.0479 0.1391
C -2.115883 0.754968 -5.213896 0.0607 0.0552 -0.0724
C -2.879107 0.845202 -6.368241 0.0794 0.0088 0.0167
C -1.800922 0.367588 -2.748358 -0.2298 -0.2217 -0.3097
C -0.548570 -0.268227 -2.839865 -0.1229 0.0745 -0.2569
C -0.241496 -1.221723 -3.946279 -0.3642 0.1697 0.0866
C 0.979142 -1.717005 -3.728734 0.1911 0.1881 0.2249
C 1.508103 -1.061092 -2.516527 -0.4526 0.1223 0.0264
C 2.760010 -1.310241 -2.026046 0.4827 -0.0273 0.4731
C 3.598929 -2.292156 -2.791255 -0.0530 0.1181 0.1027
C 4.094704 -1.990792 -4.054602 0.1005 0.0128 -0.1400
C 4.874213 -2.899426 -4.767424 -0.0538 0.0867 0.0242
C 5.163223 -4.121837 -4.192347 0.0330 -0.0614 0.0078
Cl 6.151944 -5.281978 -5.075552 -0.1080 0.1222 0.0887
C 4.691712 -4.450474 -2.931001 -0.0386 0.0130 0.0470
C 3.914990 -3.532226 -2.235376 -0.0269 -0.0913 0.0514
C 3.448019 -0.769390 -0.834681 -0.1450 0.0336 -0.3308
N 2.892024 0.073703 0.061517 0.5476 0.2444 -0.0839
C 3.834740 0.403376 0.993122 -0.1300 0.2381 0.0620
C 3.668291 1.412518 2.049440 0.4225 -0.6195 -0.3424
C 4.800780 1.472546 3.027134 -0.1545 -0.0371 -0.1342
C 5.077504 0.381736 3.849655 -0.0289 -0.0823 0.0908
C 6.118922 0.414089 4.766897 -0.0505 -0.0309 -0.0362
C 6.901513 1.552773 4.854741 0.0806 -0.0126 0.0878
Cl 8.227186 1.604953 6.012774 -0.1549 -0.0067 -0.1376
C 6.662521 2.647294 4.047484 -0.0456 0.0473 -0.0858
C 5.612824 2.595138 3.134649 0.1562 0.1199 0.0017
C 2.657039 2.316912 2.193235 -0.4479 0.2336 -0.1015
C 2.602215 3.415907 3.158317 -0.0557 -0.1397 -0.1900
C 1.532074 4.164670 2.831772 -0.2973 0.1257 -0.1113
C 0.850900 3.499324 1.703110 0.0810 0.3045 -0.2028
N 1.533025 2.405709 1.365322 0.4243 0.4819 0.2751
C -0.274556 4.010997 0.954263 0.1970 0.0718 -0.0305
C -1.034979 3.144649 0.116185 -0.1778 0.0618 -0.1485
C -1.768842 3.539647 -1.096336 0.0997 -0.0521 0.1182
C -2.353643 2.611625 -1.848804 -0.1660 0.0649 -0.1258
C -2.294577 1.147393 -1.557265 0.1555 0.0928 0.1154
N -1.089846 1.901678 0.512515 -1.0659 0.2752 0.0964
C -0.635558 5.454992 1.047418 0.0653 -0.0434 0.1154
C -0.463404 6.346500 -0.018681 0.0412 0.0046 -0.0600
C -0.804249 7.692544 0.075417 0.0406 -0.1075 -0.0447
C -1.304111 8.178270 1.268889 -0.0210 0.0952 -0.0020
Cl -1.728300 9.881320 1.407099 0.0513 -0.1800 -0.0210
C -1.472285 7.342822 2.357400 0.0098 -0.1132 0.0444
C -1.147877 5.996887 2.232152 -0.0504 -0.0268 0.1021
C 5.035179 -0.267102 0.681393 0.1715 -0.1172 -0.1463
C 4.794405 -1.000357 -0.481218 0.2665 -0.0218 0.1147
N 0.506802 -0.211521 -2.002769 0.4776 -0.4143 -0.4501
H -5.911055 0.199079 -5.035579 0.0460 0.0008 0.0325
H -4.553102 -0.040779 -3.023058 0.0698 0.0171 -0.0341
H -1.053641 0.963106 -5.271111 -0.0448 -0.0232 -0.0144
H -2.418745 1.096780 -7.315537 0.0137 -0.0100 0.0258
H -0.925802 -1.517154 -4.730172 0.0414 0.0650 0.0630
H 1.482086 -2.471664 -4.315662 -0.0039 0.0473 0.0627
H 3.863335 -1.023162 -4.487316 0.0248 -0.0604 0.0116
H 5.254657 -2.657014 -5.751864 -0.0141 -0.0038 0.0372
H 4.925178 -5.415639 -2.499280 -0.0021 0.0280 -0.0176
H 3.523738 -3.769322 -1.249241 0.0557 0.0162 -0.0692
H 4.450483 -0.499078 3.773973 0.0329 0.0260 0.0020
H 6.319272 -0.432048 5.410579 -0.0133 0.0058 -0.0124
H 7.291939 3.524525 4.123027 -0.0203 -0.0121 -0.0093
H 5.423949 3.438799 2.480878 0.0189 -0.0199 0.0468
H 3.290785 3.590775 3.971425 -0.0093 -0.0144 -0.0592
H 1.209602 5.070775 3.325029 -0.0226 -0.0420 -0.0439
H -1.778497 4.578397 -1.394585 -0.0175 -0.0028 0.0275
H -2.874598 2.875420 -2.762636 0.0399 0.0285 0.0278
H -0.025455 5.973939 -0.938255 -0.0199 0.0422 0.0324
H -0.661288 8.362955 -0.762734 0.0002 -0.0389 0.0081
H -1.868149 7.736500 3.285371 0.0122 -0.0346 -0.0247
H -1.308678 5.328055 3.070989 0.0093 0.0594 -0.0157
H 5.971708 -0.187762 1.216230 -0.0392 -0.0324 -0.0455
H 5.504438 -1.611095 -1.018934 0.0006 0.0100 0.0476
O -4.418007 1.497372 -0.685898 -0.3328 0.1875 0.1246
N -3.700841 0.617353 -1.034675 0.5656 -0.0396 -0.2292
O -1.548694 0.856281 -0.408934 -0.5505 0.6381 -0.2248
O 2.084539 -3.363792 0.658411 -0.0952 0.0045 0.0229
H 2.395922 -2.582319 1.133234 0.1000 -0.0156 -0.0116
H 1.196822 -3.096450 0.368748 0.0507 -0.0145 0.0888
C -1.185072 -3.381588 2.646846 0.0265 -0.0435 -0.0778
C -1.409127 -3.348836 1.174088 0.2581 -0.0441 -0.0864
N -0.798088 -2.582831 0.291770 -0.3165 -0.2301 -0.1349
C -1.292699 -2.952698 -0.952314 0.0650 0.1675 0.1820
C -2.215136 -3.934772 -0.817919 0.1299 -0.0878 0.1592
N -2.268290 -4.208795 0.544777 -0.5724 0.1038 0.2114
C -3.074846 -5.248550 1.133796 0.0769 0.2130 -0.0672
N -4.123645 -4.811008 2.054901 0.4592 0.0412 -0.3042
N -4.355100 -5.601270 3.119921 -0.1926 0.1166 0.1516
N -5.334633 -5.131827 3.803067 0.0747 0.2350 -0.4276
C -5.769404 -3.979917 3.165403 -0.3292 -0.2863 0.6986
C -6.798104 -3.099623 3.527886 -0.0121 -0.0371 0.0753
C -6.999828 -2.012869 2.721715 0.1145 0.1263 -0.2306
C -6.190194 -1.784793 1.576073 -0.0954 -0.0239 0.2455
C -5.178869 -2.635641 1.208963 0.0746 -0.1739 0.1454
C -4.995992 -3.760238 2.041164 0.2923 0.1112 -0.4932
H -0.555754 -2.539180 2.933255 0.0283 0.0500 -0.0416
H -0.676305 -4.308907 2.931897 -0.0410 0.0298 -0.0214
H -2.126982 -3.326164 3.197314 0.0142 0.0162 -0.0248
H -0.943788 -2.484649 -1.858601 -0.0317 0.0139 0.0852
H -2.811939 -4.479051 -1.532370 0.0380 0.0430 0.0523
H -2.477520 -5.936583 1.722661 0.1360 -0.0648 0.0516
H -3.512601 -5.793017 0.302618 -0.1480 -0.0940 -0.0614
H -7.388723 -3.272020 4.419741 0.0504 -0.0206 -0.0569
H -7.770331 -1.293058 2.969516 0.0267 -0.0163 -0.0346
H -6.350475 -0.890344 0.995447 -0.0246 0.1074 -0.1009
H -4.546336 -2.414185 0.358527 0.0243 -0.0802 0.0170
O -0.497009 0.255092 4.972604 -0.0328 -0.2053 0.1716
S -0.050373 0.516598 3.594042 0.0073 0.1977 0.2420
N 0.481287 -0.540948 2.725644 -0.0899 -0.4997 1.2465
```
Forces are in eV/Å.

* gap between HOMO and LUMO: 5.0 eV
* net charge: -2

=====

DFT (ωB97M-V/def2-TZVPD) results for a molecular structure, C55H40BDyI4N13O3 in a non-equilibrium geometry.

XYZ file:
```
117
Properties=species:S:1:pos:R:3:forces:R:3
Dy 0.278630 0.191127 0.145191 -0.6791 0.1272 -1.1475
I -7.086241 2.473415 -5.634342 0.1633 -0.0958 0.0779
C -5.586262 1.437051 -4.597833 0.2167 -0.6527 -0.6638
C -5.122829 0.211695 -5.059173 0.9240 -0.1410 1.6952
C -4.154455 -0.507763 -4.295528 -0.7608 0.3534 -1.0313
C -3.616419 -0.021651 -3.129633 -0.4667 1.5645 1.3978
C -4.090941 1.268042 -2.708692 0.1775 -0.7630 -2.0000
C -5.012304 1.970839 -3.464252 -0.7007 1.5605 1.6508
C -2.594952 -0.614994 -2.222446 0.6170 -1.3070 0.6632
C -1.333757 -0.989444 -2.664347 0.5452 -0.3820 -3.4002
C -1.008914 -1.396031 -4.087594 1.0267 -0.0033 1.0422
C 0.331338 -1.770179 -4.101926 -2.2848 -0.2982 -0.9429
C 0.814815 -1.591124 -2.770061 0.0600 0.6342 1.8934
C 2.108786 -1.922930 -2.306187 -1.6443 1.3961 0.3176
C 2.970108 -2.536019 -3.302875 0.6649 -1.2115 0.1310
C 4.077044 -1.975848 -3.908565 -0.1783 1.8171 -1.1997
C 4.671597 -2.592652 -5.020327 0.0788 0.7494 0.2869
C 4.236725 -3.867480 -5.378350 0.3592 0.6723 -0.6267
I 5.169045 -4.852423 -6.986763 -0.0956 0.1141 0.0171
C 3.152232 -4.453541 -4.777542 -0.4854 -0.5882 0.9471
C 2.591509 -3.813273 -3.630747 -0.2584 -1.3233 -2.4329
C 2.579145 -1.932484 -0.977500 2.0602 -1.7174 -1.5108
N 2.018991 -1.502063 0.119125 -3.8561 1.6031 -0.4701
C 2.614168 -1.940989 1.204661 4.9354 -1.0827 -0.9563
C 2.353508 -1.747031 2.511632 -1.6709 0.0248 1.9924
C 3.225046 -2.427318 3.554855 -0.8955 -1.8232 -0.5381
C 4.165207 -1.726912 4.281270 -0.4623 1.2920 -0.4495
C 4.854719 -2.339347 5.290666 1.6334 -0.1582 1.7454
C 4.548018 -3.642815 5.644818 -0.4316 -0.0303 -1.0966
I 5.406432 -4.554234 7.215598 1.0061 -0.5355 1.5228
C 3.654965 -4.445601 4.940586 -0.7183 2.3220 -1.4836
C 2.998086 -3.839539 3.831061 0.6496 0.9523 0.7649
C 1.105043 -1.200433 2.998494 3.0384 -2.2525 -0.9830
C 0.812390 -1.186489 4.353537 -1.0903 0.4372 3.9065
C -0.493834 -0.729040 4.498642 1.1278 -1.5344 -1.6975
C -0.931833 -0.734791 3.110213 -3.3317 2.1516 1.5048
N 0.010433 -0.987070 2.236134 1.7684 0.4376 -0.7172
C -2.239754 -0.380571 2.684227 -1.0374 -0.4045 1.4137
C -2.739447 -0.518203 1.415051 -1.2856 -0.1755 -1.5875
C -4.156315 -0.495515 1.060357 -1.1724 -0.1915 -2.6389
C -4.238397 -0.601380 -0.317360 0.6961 -0.5263 0.1228
C -2.861338 -0.795827 -0.843047 -1.9942 3.1292 1.8901
N -2.039883 -0.648478 0.235632 1.5620 -0.8160 -0.4827
C -3.276470 0.072177 3.729044 0.9767 1.1021 -0.7007
C -3.970455 -0.801559 4.539842 -0.1756 -0.5305 0.0169
C -4.940464 -0.381384 5.460471 -0.4380 -1.6607 0.6034
C -5.244659 0.948698 5.525925 0.0461 0.0729 0.7010
I -6.770444 1.730599 6.805290 0.5822 -0.4192 -0.4525
C -4.461688 1.823126 4.818709 -0.3275 2.6409 -1.3979
C -3.504763 1.468954 3.864909 -0.2845 -2.3230 1.2529
C 3.896507 -2.580860 0.732906 -0.2880 -0.2522 -1.6845
C 3.842054 -2.669548 -0.672916 -2.0435 1.6437 3.9744
N -0.219384 -1.073355 -1.960266 2.2049 -0.5505 1.1122
H -5.492552 -0.265550 -5.926946 -0.4440 -0.1861 -0.8084
H -3.842931 -1.460117 -4.685536 0.0048 -0.3003 0.0021
H -3.639690 1.846611 -1.947276 0.4600 -0.1970 1.0396
H -5.340411 2.967170 -3.019652 0.4262 -1.3005 -0.9541
H -1.747885 -1.476905 -4.879023 0.4085 0.0600 0.0808
H 0.835473 -2.308324 -4.922456 -0.2278 0.7192 0.5772
H 4.255943 -0.895347 -3.683986 0.3276 -1.0907 -0.1470
H 5.334167 -1.987924 -5.677546 -0.1648 -0.8139 0.7930
H 2.766778 -5.374345 -5.264092 0.1279 0.5620 0.9759
H 1.698992 -4.205274 -3.160178 0.0914 -0.2764 -0.0167
H 4.272217 -0.639497 4.107206 0.1283 -0.7878 -0.0622
H 5.678013 -1.845436 5.886948 -1.2303 -0.2774 -0.8558
H 3.436774 -5.405924 5.347148 -0.2385 -0.6780 -0.3446
H 2.281181 -4.420792 3.235983 0.2794 0.4601 0.2406
H 1.345434 -1.561397 5.284456 -0.0667 0.7207 -1.7993
H -1.041872 -0.708813 5.427917 -0.2480 0.2737 -0.2699
H -5.125256 -0.514082 1.544006 0.5882 0.3143 1.0269
H -5.103614 -0.567686 -1.014675 0.5044 -0.2147 1.0768
H -3.761505 -1.855413 4.393643 -0.0859 -0.0618 0.2881
H -5.449423 -1.112156 6.140514 0.4912 0.6453 -0.9317
H -4.755542 2.879437 4.890506 0.4799 -0.2991 0.0403
H -2.860945 2.138357 3.328604 -0.1777 0.5586 -0.1739
H 4.750538 -2.821820 1.366783 -0.4934 -0.3806 -0.1069
H 4.459740 -3.171654 -1.356189 0.8416 -0.2815 -0.5905
C -5.481355 4.786939 -0.213791 0.6435 0.7108 0.2961
C -4.497814 5.784560 0.018300 -0.9477 -0.8090 -0.6946
N -3.301887 5.237955 0.147384 0.8224 0.9066 -0.2247
N -3.462449 3.901007 0.012999 0.9056 1.3763 0.5529
C -4.727808 3.628010 -0.159926 -2.5945 -0.4369 -0.4700
B -2.324489 2.911817 0.007180 -0.1163 -0.6288 0.4050
N -1.407058 3.112608 1.209720 0.9814 0.5253 2.6579
C -1.401021 4.057192 2.184897 0.3291 0.3740 -0.1572
C -0.363707 3.730532 3.113599 -1.9624 0.6440 -0.9545
C 0.125330 2.533340 2.699979 0.2989 -0.8029 -2.8592
N -0.485081 2.169593 1.500223 0.8196 -0.1623 1.2948
N -1.472229 2.984983 -1.259063 0.0748 -0.6289 -0.9887
C -1.485512 3.836262 -2.321992 0.1795 -0.7421 -0.2218
C -0.800999 3.160688 -3.339930 0.1716 0.2287 -0.1559
C -0.407202 1.899916 -2.824037 -1.1079 1.5541 -0.2974
N -0.840582 1.801720 -1.585662 -0.1543 0.6662 0.9427
H -6.532605 5.005602 -0.384416 0.2934 -0.5643 0.1164
H -4.726686 6.842318 -0.034836 0.6461 0.0001 0.3515
H -5.051392 2.620890 -0.209255 -0.2030 -0.7889 -0.1554
H -2.772093 1.792834 0.135756 -0.0787 0.3663 -0.2902
H -2.098401 4.923578 2.088484 0.9157 -0.9489 0.2281
H 0.006838 4.284289 3.932799 -0.0433 0.5581 0.6672
H 1.057063 2.055889 3.021815 -0.7176 -0.2137 -0.0962
H -2.032645 4.818555 -2.318155 0.8238 -1.3192 0.1985
H -0.565148 3.527605 -4.326223 -0.1523 0.0618 0.0069
H 0.014688 1.050831 -3.332483 0.4081 0.1674 0.0331
O 2.400948 1.391029 0.713601 -0.2675 -0.2603 -0.4473
N 2.897817 1.579220 -0.428173 0.7254 0.3810 0.7599
O 2.126809 1.449131 -1.386758 -0.6747 -0.6162 0.2346
C 7.050827 -0.754654 -0.201196 1.8423 -1.7559 -0.4980
N 5.962439 -0.238388 -0.938789 -0.8187 0.2392 0.8624
C 6.143039 0.649799 -1.954265 -2.0255 -1.0973 -0.0569
N 4.986102 0.992994 -2.660779 -2.4809 -0.5650 3.1787
O 7.229461 0.966057 -2.353373 1.7226 0.5256 -0.3037
H 7.533743 -1.624083 -0.732040 -0.0180 0.9299 -0.0331
H 6.680614 -1.285661 0.651511 -0.3841 0.2356 0.9159
H 7.851678 -0.058273 0.078035 -0.4478 0.0522 -0.1246
H 5.079647 -0.527805 -0.513822 0.0555 0.7273 -1.0020
H 4.111457 1.332849 -2.111010 2.1038 -1.0261 -1.1260
H 5.235668 1.627605 -3.333068 0.5868 1.9198 -1.9767
```
Forces are in eV/Å.

* gap between HOMO and LUMO (spin up / spin down): 5.5 / 5.5 eV
* net charge: -1
* multiplicity: 6

=====

- The lowest net charge belongs to which entry?
  C55H37Cl4N11O4SSr